# 1
{"formula": "C4H10O2", "method": "ωB97M-V/def2-TZVPD", "charge": 0, "energy_ev": -8404.099, "lumo_ha": 0.0336, "spin_multiplicity": 1, "smiles": "CCC(=O)CO.[H][H]", "homo_energy_ha": -0.3784, "e_above_lowest_kcal_mol": 33.4, "symbols": ["C", "C", "C", "O", "C", "O", "H", "H", "H", "H", "H", "H", "H", "H", "H", "H"], "positions_angstrom": [[1.3625, 0.6942, -1.7813], [1.0010, -0.2273, -0.6235], [-0.4641, -0.1623, -0.2696], [-1.2435, 0.5788, -0.8370], [-1.0032, -1.0710, 0.8273], [-2.3285, -0.7407, 1.1146], [2.4004, 0.5412, -2.0899], [0.7103, 0.5074, -2.6387], [1.2349, 1.7428, -1.4981], [1.2450, -1.2746, -0.8497], [1.5781, 0.0193, 0.2790], [-0.8297, 1.5878, 2.0811], [-2.5828, -0.1193, 0.4067], [-0.3773, -0.9755, 1.7265], [-0.9162, -2.1144, 0.4830], [-1.4209, 1.1363, 2.0373]]}

# 2
{"formula": "C4H10O2", "method": "ωB97M-V/def2-TZVPD", "charge": 0, "energy_ev": -8403.715, "lumo_ha": 0.0351, "spin_multiplicity": 1, "smiles": "COCCCO", "homo_energy_ha": -0.3564, "e_above_lowest_kcal_mol": 42.3, "symbols": ["C", "O", "C", "C", "C", "O", "H", "H", "H", "H", "H", "H", "H", "H", "H", "H"], "positions_angstrom": [[2.0339, 0.6897, -0.9656], [0.6838, 0.3308, -0.8974], [0.4187, -0.7236, -0.0181], [-1.0376, -1.0062, 0.1238], [-1.7850, 0.1512, 0.8362], [-1.6324, 1.4814, 0.4177], [2.6530, -0.1393, -1.3346], [2.1166, 1.5216, -1.6677], [2.4276, 1.0054, 0.0129], [0.8833, -0.4048, 1.0938], [1.0077, -1.5817, -0.3194], [-1.5279, -1.1154, -0.8416], [-1.1852, -1.9008, 0.7386], [-2.8644, 0.0944, 0.7995], [-1.5442, 0.1641, 1.9098], [-0.6479, 1.4329, 0.1121]]}

# 3
{"formula": "C4H10O2", "method": "ωB97M-V/def2-TZVPD", "charge": 0, "energy_ev": -8403.140, "lumo_ha": 0.0340, "spin_multiplicity": 1, "smiles": "COCCCO", "homo_energy_ha": -0.3656, "e_above_lowest_kcal_mol": 55.5, "symbols": ["C", "O", "C", "C", "C", "O", "H", "H", "H", "H", "H", "H", "H", "H", "H", "H"], "positions_angstrom": [[2.1988, 0.5791, -0.6910], [0.8058, 0.5978, -0.5141], [0.4150, -0.6889, -0.1974], [-1.0383, -0.8530, 0.2146], [-1.8099, 0.3292, 0.7979], [-2.3251, 1.2953, -0.0985], [2.4510, 0.0166, -1.6015], [2.5339, 1.6101, -0.7675], [2.6801, 0.0825, 0.1694], [1.0473, -1.0297, 0.7598], [0.6714, -1.4291, -0.9695], [-1.6511, -1.5231, -0.4058], [-0.5414, -1.3837, 1.0372], [-2.6925, -0.0587, 1.3197], [-1.1596, 0.7979, 1.5478], [-1.5852, 1.6576, -0.6012]]}

# 4
{"formula": "C4H10O2", "method": "ωB97M-V/def2-TZVPD", "charge": 0, "energy_ev": -8400.126, "lumo_ha": [0.0023, 0.0022], "spin_multiplicity": 1, "homo_energy_ha": [-0.2831, -0.2831], "e_above_lowest_kcal_mol": 125.0, "symbols": ["C", "O", "C", "C", "C", "O", "H", "H", "H", "H", "H", "H", "H", "H", "H", "H"], "positions_angstrom": [[2.0362, 0.6685, -0.9760], [1.4658, 0.4662, 0.2967], [0.0154, -0.9905, 0.3048], [-1.3238, -0.5180, 0.7315], [-1.0614, 0.9010, 0.3960], [-2.3972, -1.0876, 0.0021], [2.6340, -0.2054, -1.2564], [1.2578, 0.8164, -1.7445], [2.6820, 1.5510, -0.9361], [0.6861, -1.5265, 0.9711], [0.1521, -1.1634, -0.7582], [-1.4323, -0.6487, 1.8178], [-1.4001, 1.6286, 1.1349], [-1.3094, 1.1192, -0.6417], [0.5076, 0.9816, 0.3399], [-2.5128, -1.9924, 0.3180]]}

# 5
{"formula": "C4H10O2", "method": "ωB97M-V/def2-TZVPD", "charge": 0, "energy_ev": -8402.565, "lumo_ha": 0.0277, "spin_multiplicity": 1, "smiles": "C/C=C/CO.O", "homo_energy_ha": -0.3234, "e_above_lowest_kcal_mol": 68.8, "symbols": ["C", "C", "O", "C", "C", "H", "H", "H", "H", "H", "H", "H", "H", "H", "H", "O"], "positions_angstrom": [[-1.6624, -1.2974, 1.4232], [-0.0964, 1.0308, -1.0685], [-1.1639, 1.2553, -1.9295], [-0.3642, -0.2595, -0.2387], [-0.6682, -0.2749, 1.0920], [-2.0009, -1.7683, 0.4399], [-1.2542, -2.1553, 1.9775], [-2.6056, -0.9230, 1.8049], [0.8064, 0.7707, -1.5680], [-0.0501, 1.9300, -0.5159], [-0.6043, 1.5868, -2.5878], [-0.5646, -0.9651, -0.9394], [-0.3797, 0.5289, 1.6629], [3.3636, -0.0136, 0.9051], [3.9079, 0.0153, -0.5333], [3.3365, 0.5393, 0.0758]]}

# 6
{"formula": "C4H10O2", "method": "ωB97M-V/def2-TZVPD", "charge": 0, "energy_ev": -8404.325, "lumo_ha": 0.0363, "spin_multiplicity": 1, "smiles": "COC[C@@H](C)O", "homo_energy_ha": -0.3659, "e_above_lowest_kcal_mol": 28.2, "symbols": ["C", "O", "C", "C", "C", "O", "H", "H", "H", "H", "H", "H", "H", "H", "H", "H"], "positions_angstrom": [[2.3243, -0.8632, -0.3939], [1.3753, -0.1823, 0.3892], [0.3160, 0.3867, -0.3546], [-0.8771, 0.5948, 0.6059], [-2.2334, 0.4598, -0.0942], [-0.8514, -0.3892, 1.6174], [1.8369, -1.5566, -1.0962], [2.9518, -0.1668, -0.9676], [2.9565, -1.4372, 0.2879], [0.0347, -0.2960, -1.1714], [0.6371, 1.3389, -0.8056], [-0.7840, 1.5964, 1.0587], [-2.8818, -0.1012, 0.5837], [-2.1617, -0.1146, -1.0246], [-2.7108, 1.4176, -0.3122], [0.0676, -0.6870, 1.6775]]}

What is the formula in the sixth record? C4H10O2

charge of number 2 (C4H10O2)? 0